P:
A molecular structure, C6H9NO. Source: the Open Molecules 2025 dataset; level of theory: ωB97M-V/def2-TZVPD.

```
! wB97M-V def2-TZVPD RIJCOSX def2/J DEFGRID3
* xyz 0 1
C -1.369 -0.171 0.960
C -1.532 -0.257 -1.067
C -0.143 0.425 0.432
C 1.053 -0.297 -0.052
N 1.740 0.383 -1.051
C -0.247 1.721 0.911
C 1.435 -1.459 0.495
O -2.356 -0.282 0.112
H -1.557 -0.468 1.987
H 2.467 -0.143 -1.512
H 1.141 0.870 -1.703
H -2.048 0.288 -1.851
H -1.150 -1.234 -1.345
H 0.139 2.581 0.376
H -0.770 1.921 1.836
H 0.920 -1.856 1.358
H 2.277 -2.022 0.114
*
```

Properties
- E_LUMO (alpha / beta) (eV) = 0.2 / 0.2
- frontier orbital gap (alpha / beta) (eV) = 7.53 / 7.52

natural (NBO) atomic charge list, values in e, 8 entries:
1 C 0.30
2 C -0.28
3 C -0.13
4 C 0.17
5 N -0.81
6 C -0.43
7 C -0.53
8 O -0.41



Q:
A molecular structure, C6H9NO. Source: the Open Molecules 2025 dataset; level of theory: ωB97M-V/def2-TZVPD.

```
! wB97M-V def2-TZVPD RIJCOSX def2/J DEFGRID3
* xyz 0 1
C -1.585 -1.122 0.162
C -1.784 0.249 -0.672
C 0.812 1.142 -0.024
C 1.847 -0.004 -0.452
C -0.002 -0.729 0.098
C 0.067 0.478 0.921
H -1.836 -1.924 -0.261
H -1.940 -1.365 1.209
H -2.756 0.760 -0.546
H -1.468 0.017 -1.806
H 1.317 2.044 0.019
H 2.167 -0.102 -1.567
H 2.751 0.450 -0.037
H -0.005 -0.444 -0.811
H -0.153 0.532 2.043
N -0.842 1.324 0.105
O 1.461 -1.165 0.104
*
```

Properties
- E_LUMO (eV) = 1.0
- frontier orbital gap (eV) = 10.55

natural (NBO) atomic charge list, values in e, 8 entries:
1 C -0.40
2 C -0.26
3 C -0.10
4 C -0.09
5 C 0.12
6 C -0.18
7 H 0.19
8 H 0.22



Order of stability, best first: P, Q



P:
A single C6H9NO molecule. Source: the Open Molecules 2025 dataset; level of theory: ωB97M-V/def2-TZVPD.

```
! wB97M-V def2-TZVPD RIJCOSX def2/J DEFGRID3
* xyz 0 1
N 2.271 -0.380 -0.231
C 1.132 -0.177 0.390
C 0.690 1.160 0.672
C -0.333 1.402 -0.469
C -1.229 0.107 -0.593
C -1.262 -0.661 0.764
C 0.053 -1.228 0.326
O -0.315 -0.954 -1.056
H 2.766 0.488 -0.512
H 2.376 -1.166 -0.879
H -0.052 1.273 1.503
H -0.931 2.266 -0.136
H -0.031 1.543 -1.539
H -2.093 0.169 -1.285
H -2.096 -1.400 0.742
H -1.336 -0.210 1.757
H 0.387 -2.230 0.548
*
```

Properties
- E_LUMO (eV) = 0.8
- frontier orbital gap (eV) = 7.50

natural (NBO) atomic charge list, values in e, 8 entries:
1 N -0.72
2 C 0.39
3 C -0.62
4 C -0.42
5 C 0.08
6 C -0.44
7 C 0.00
8 O -0.52



Q:
A molecular structure, C6H9NO. Source: the Open Molecules 2025 dataset; level of theory: ωB97M-V/def2-TZVPD.

```
! wB97M-V def2-TZVPD RIJCOSX def2/J DEFGRID3
* xyz 0 1
C 2.083 0.508 0.251
C 0.761 -0.664 0.036
C -0.906 -0.985 -0.245
C -1.427 -0.218 0.837
C -0.972 0.884 -0.033
C 0.595 0.821 -0.236
H 2.342 0.381 1.339
H 3.053 1.119 -0.088
H 0.766 -1.015 1.055
H -1.243 -1.928 -0.668
H -2.493 -0.489 0.693
H -1.299 -0.527 1.890
H -1.870 1.646 0.118
H -0.978 0.177 -2.142
H 0.844 1.040 -1.202
N -1.300 0.076 -1.077
O 2.045 -0.826 -0.529
*
```

Properties
- E_LUMO (eV) = 1.1
- frontier orbital gap (eV) = 9.31

natural (NBO) atomic charge list, values in e, 8 entries:
1 C -0.09
2 C 0.07
3 C -0.05
4 C -0.45
5 C -0.05
6 C -0.30
7 H 0.20
8 H 0.19



R:
A single C6H9NO molecule. Source: the Open Molecules 2025 dataset; level of theory: ωB97M-V/def2-TZVPD.

```
! wB97M-V def2-TZVPD RIJCOSX def2/J DEFGRID3
* xyz 0 1
H -1.758 0.334 -2.057
N -1.051 -0.426 -2.317
C -0.833 -0.951 -1.210
C -1.297 -0.508 0.202
C -0.106 0.063 0.954
C 1.187 -0.691 0.860
C 1.939 -0.032 -0.041
O 1.566 1.189 -0.427
C 0.395 1.523 0.363
H -0.077 -1.773 -1.138
H -1.738 -1.282 0.856
H -2.159 0.121 0.042
H -0.463 0.243 1.979
H 1.341 -1.593 1.452
H 2.833 -0.382 -0.564
H 0.606 2.158 1.267
H -0.385 2.007 -0.221
*
```

Properties
- E_LUMO (eV) = 0.9
- frontier orbital gap (eV) = 9.47

natural (NBO) atomic charge list, values in e, 8 entries:
1 H 0.31
2 N -0.58
3 C 0.14
4 C -0.49
5 C -0.25
6 C -0.37
7 C 0.18
8 O -0.49



S:
A single C6H9NO molecule. Source: the Open Molecules 2025 dataset; level of theory: ωB97M-V/def2-TZVPD.

```
! wB97M-V def2-TZVPD RIJCOSX def2/J DEFGRID3
* xyz 0 1
C 0.756 -0.213 1.856
N -0.408 -0.364 1.407
C -1.016 0.664 0.655
C -1.617 1.697 1.221
C -1.099 0.395 -0.856
C -0.151 -0.687 -1.370
C 1.318 -0.334 -1.338
O 2.187 -1.151 -1.215
H 1.312 0.717 1.725
H 1.163 -1.076 2.376
H -2.105 2.422 0.580
H -1.611 1.805 2.293
H -2.114 0.039 -0.987
H -0.900 1.341 -1.354
H -0.253 -1.567 -0.744
H -0.451 -0.946 -2.392
H 1.544 0.742 -1.463
*
```

Properties
- E_LUMO (eV) = 1.0
- frontier orbital gap (eV) = 10.00

natural (NBO) atomic charge list, values in e, 8 entries:
1 C -0.03
2 N -0.41
3 C 0.15
4 C -0.47
5 C -0.44
6 C -0.53
7 C 0.45
8 O -0.51



Order of stability, best first: S, R, P, Q



P:
A molecular structure, C6H9NO. Source: the Open Molecules 2025 dataset; level of theory: ωB97M-V/def2-TZVPD.

```
! wB97M-V def2-TZVPD RIJCOSX def2/J DEFGRID3
* xyz 0 1
C 0.695 -0.779 -1.198
C -0.792 -0.649 -0.629
C -1.157 0.847 -0.576
C 0.859 0.915 0.846
C 0.982 -0.474 0.343
C -0.264 -1.220 0.747
H -1.526 -1.206 -1.049
H -1.993 0.668 0.037
H -1.534 1.226 -1.573
H 0.300 2.116 -0.687
H 0.308 0.781 1.917
H 1.864 1.475 0.766
H 2.017 -0.685 0.769
H -0.086 -2.318 0.708
H -0.746 -0.997 1.571
N -0.226 1.598 0.172
O 1.299 -1.298 -2.165
*
```

Properties
- E_LUMO (eV) = 0.7
- frontier orbital gap (eV) = 9.54

natural (NBO) atomic charge list, values in e, 8 entries:
1 C 0.60
2 C -0.30
3 C -0.22
4 C -0.20
5 C -0.36
6 C -0.40
7 H 0.21
8 H 0.18



Q:
A molecular structure, C6H9NO. Source: the Open Molecules 2025 dataset; level of theory: ωB97M-V/def2-TZVPD.

```
! wB97M-V def2-TZVPD RIJCOSX def2/J DEFGRID3
* xyz 0 1
C -2.754 -0.756 -0.478
C -1.598 -0.124 0.325
C -1.009 1.266 0.502
C 0.977 -0.231 0.009
C 2.338 0.268 -0.447
C 3.629 -0.175 0.059
H -2.913 -0.355 -1.524
H -2.501 -1.682 -0.875
H -3.553 -0.744 0.258
H -1.266 -0.605 1.391
H -1.195 2.252 -0.140
H -1.051 1.553 1.758
H 2.110 0.929 -1.397
H 4.574 0.189 -0.854
H 3.668 -0.755 1.072
N -0.338 0.316 -0.205
O 0.882 -1.347 0.545
*
```

Properties
- E_LUMO (eV) = 0.0
- frontier orbital gap (eV) = 9.09

natural (NBO) atomic charge list, values in e, 8 entries:
1 C -0.64
2 C -0.04
3 C -0.22
4 C 0.62
5 C -0.32
6 C -0.35
7 H 0.23
8 H 0.23



R:
2 unconnected molecules or ions with the total composition C6H9NO. Source: the Open Molecules 2025 dataset; level of theory: ωB97M-V/def2-TZVPD.

```
! wB97M-V def2-TZVPD RIJCOSX def2/J DEFGRID3
* xyz 0 1
C -2.645 -0.058 0.141
C -1.980 1.269 0.125
C -0.598 1.119 -0.294
N 0.022 -0.074 -0.355
C -0.483 -1.218 -0.119
C -1.839 -1.164 0.149
H -3.662 0.024 0.500
H -2.844 2.052 0.326
H 0.000 2.095 -0.360
H 0.146 -2.108 -0.148
H -2.174 -2.080 0.694
C 3.317 0.187 0.708
O 2.733 -0.154 -0.633
H 4.311 0.191 0.457
H 2.942 1.276 0.940
H 2.942 -0.431 1.490
H 1.698 -0.076 -0.619
*
```

Properties
- E_LUMO (eV) = 0.5
- frontier orbital gap (eV) = 9.69

natural (NBO) atomic charge list, values in e, 8 entries:
1 C -0.18
2 C -0.24
3 C 0.02
4 N -0.46
5 C 0.05
6 C -0.25
7 H 0.22
8 H 0.25



S:
A single C6H9NO molecule. Source: the Open Molecules 2025 dataset; level of theory: ωB97M-V/def2-TZVPD.

```
! wB97M-V def2-TZVPD RIJCOSX def2/J DEFGRID3
* xyz 0 1
C -1.945 0.787 1.030
C -1.743 0.072 -0.076
C -0.463 -0.454 -0.481
C -0.319 -1.361 -1.447
C 0.821 0.043 0.139
C 1.740 -0.796 1.040
N 1.371 1.126 -0.215
O 0.640 1.835 -1.173
H -1.104 1.307 1.532
H -2.817 1.182 1.437
H -2.510 -0.383 -0.766
H 0.638 -1.671 -1.791
H -1.179 -1.741 -1.975
H 2.263 -1.603 0.492
H 2.538 -0.065 1.292
H 1.187 -1.133 1.996
H 0.882 2.853 -1.036
*
```

Properties
- E_LUMO (eV) = 0.9
- frontier orbital gap (eV) = 9.85

natural (NBO) atomic charge list, values in e, 8 entries:
1 C -0.37
2 C -0.20
3 C -0.09
4 C -0.34
5 C 0.20
6 C -0.65
7 N -0.14
8 O -0.58



Order of stability, best first: R, S, P, Q



P:
A molecular structure, C6H9NO. Source: the Open Molecules 2025 dataset; level of theory: ωB97M-V/def2-TZVPD.

```
! wB97M-V def2-TZVPD RIJCOSX def2/J DEFGRID3
* xyz 0 1
C 0.502 1.034 0.907
C -0.077 -1.221 -0.187
C -1.185 -1.527 0.820
C 0.351 0.245 -0.339
C 1.204 0.589 -1.418
O 1.463 1.922 0.953
C -0.966 1.266 -0.278
N -1.954 1.755 -0.634
H 2.026 1.755 0.145
H -0.019 0.824 1.830
H -0.378 -1.559 -1.179
H 0.830 -1.769 0.081
H 1.381 1.630 -1.663
H 1.230 -0.080 -2.265
H -2.105 -0.992 0.580
H -0.898 -1.276 1.843
H -1.403 -2.595 0.804
*
```

Properties
- E_LUMO (alpha / beta) (eV) = -0.4 / -0.4
- frontier orbital gap (alpha / beta) (eV) = 7.31 / 7.31

natural (NBO) atomic charge list, values in e, 8 entries:
1 C 0.28
2 C -0.39
3 C -0.62
4 C -0.13
5 C -0.66
6 O -0.61
7 C 0.17
8 N -0.29



Q:
A molecular structure, C6H9NO. Source: the Open Molecules 2025 dataset; level of theory: ωB97M-V/def2-TZVPD.

```
! wB97M-V def2-TZVPD RIJCOSX def2/J DEFGRID3
* xyz 0 1
C -1.207 0.800 -0.114
C -0.680 -0.385 -0.909
C -0.652 -0.052 1.019
C 0.976 -0.116 0.973
C 1.466 0.708 -0.152
C 0.874 -0.503 -0.911
H -2.304 0.828 -0.053
H -0.875 1.886 -0.189
H -0.988 -0.751 -1.923
H -2.016 -1.420 0.226
H -1.018 0.089 2.003
H 1.554 -0.070 1.992
H 2.557 0.857 -0.336
H 0.913 1.661 -0.295
H 1.251 -0.901 -1.833
N -1.050 -1.325 0.239
O 1.199 -1.307 0.265
*
```

Properties
- E_LUMO (eV) = 1.0
- frontier orbital gap (eV) = 9.75

natural (NBO) atomic charge list, values in e, 8 entries:
1 C -0.42
2 C -0.11
3 C -0.09
4 C 0.08
5 C -0.44
6 C 0.08
7 H 0.21
8 H 0.20



R:
A molecular structure, C6H9NO. Source: the Open Molecules 2025 dataset; level of theory: ωB97M-V/def2-TZVPD.

```
! wB97M-V def2-TZVPD RIJCOSX def2/J DEFGRID3
* xyz 0 1
C 1.954 -0.189 0.050
C -0.019 1.168 -0.207
C -0.843 0.175 -0.887
C -1.783 -0.025 0.208
C -0.342 0.156 1.028
C 0.646 -0.762 0.588
H 3.197 -0.044 0.511
H 2.163 -0.996 -0.965
H -0.475 2.281 -0.292
H -1.228 0.377 -1.815
H -2.230 -0.859 0.632
H -2.215 1.036 0.364
H -0.468 0.761 2.035
H 0.706 -1.736 0.941
H -0.516 -1.585 -0.985
N 0.043 -0.839 -0.923
O 1.409 1.081 -0.282
*
```

Properties
- E_LUMO (eV) = 1.0
- frontier orbital gap (eV) = 9.75

natural (NBO) atomic charge list, values in e, 8 entries:
1 C -0.06
2 C 0.13
3 C -0.15
4 C -0.41
5 C -0.25
6 C -0.15
7 H 0.20
8 H 0.19



Order of stability, best first: Q, P, R